# 1
C10H11NO | the ωB97M-V functional and the def2-TZVPD basis

Positions of all 23 atoms, in Å:
1 C -0.017 -0.010 -2.599
2 C -0.608 -0.919 -1.576
3 C -1.391 -0.135 -0.410
4 C -0.468 0.325 0.644
5 C 0.174 -0.579 1.520
6 C 1.063 -0.193 2.489
7 C 1.457 1.124 2.546
8 C 0.784 2.102 1.777
9 C -0.136 1.683 0.820
10 C -2.885 -0.699 0.059
11 N -3.406 0.213 -0.641
12 O -2.266 0.911 -0.996
13 H 0.486 -0.588 -3.382
14 H 0.710 0.676 -2.202
15 H -0.858 0.542 -3.045
16 H 0.074 -1.714 -1.122
17 H -1.350 -1.536 -2.172
18 H 0.026 -1.562 1.398
19 H 1.434 -0.933 3.188
20 H 1.993 1.509 3.446
21 H 1.266 3.076 1.754
22 H -0.720 2.352 0.307
23 H -3.266 -1.586 0.551

Its spin multiplicity is 1.

# 2
H22O17SV | the ωB97M-V functional and the def2-TZVPD basis

Positions of all 41 atoms, in Å:
1 O 1.173 -2.712 1.866
2 V 2.059 -1.434 2.136
3 O 3.596 -1.743 1.808
4 S 0.282 0.114 -0.075
5 O 0.259 1.594 0.022
6 O -0.835 -0.428 0.732
7 O 0.206 -0.291 -1.474
8 O 1.586 -0.335 0.540
9 O 3.100 -2.164 -1.905
10 H 2.305 -1.655 -1.694
11 H 2.903 -3.057 -1.606
12 O -2.345 0.774 2.643
13 H -1.899 1.623 2.817
14 H -1.853 0.414 1.887
15 O 0.195 -0.570 3.175
16 H 0.145 -0.174 4.054
17 H -0.644 -0.316 2.720
18 O -3.491 -0.815 -0.421
19 H -2.723 -0.848 0.171
20 H -3.230 -0.203 -1.124
21 O -1.805 0.307 -3.430
22 H -1.107 -0.227 -3.018
23 H -1.695 1.185 -3.024
24 O -1.285 -3.157 0.746
25 H -1.202 -3.468 1.651
26 H -1.103 -2.185 0.782
27 O 2.509 2.942 0.572
28 H 1.807 2.292 0.281
29 H 3.307 2.418 0.688
30 O -0.568 -2.932 -2.179
31 H -0.718 -3.286 -1.289
32 H -0.302 -2.005 -2.027
33 O -1.600 2.671 -1.604
34 H -1.632 3.623 -1.479
35 H -0.904 2.337 -0.969
36 O 1.594 1.513 -3.323
37 H 1.222 0.848 -2.716
38 H 2.505 1.620 -3.032
39 O -0.262 2.682 2.568
40 H -0.062 2.824 1.626
41 H 0.513 2.224 2.905

As for the charge: -1. Its spin multiplicity is 1.

# 3
C9H7NO4 | the ωB97M-V functional and the def2-TZVPD basis

Positions of all 21 atoms, in Å:
1 C -1.858 -1.880 1.853
2 C -1.240 -2.771 0.849
3 C -1.840 -0.520 1.645
4 C -0.579 -2.217 -0.229
5 C -1.210 0.091 0.527
6 C -0.565 -0.808 -0.265
7 C 0.250 1.450 -0.771
8 C 4.007 1.405 -0.690
9 C -0.916 1.480 0.170
10 N 0.108 1.052 -2.073
11 O 3.844 2.092 -1.602
12 O 1.316 1.921 -0.458
13 O 4.108 0.662 0.194
14 O 1.320 1.100 -2.649
15 H -2.406 -2.402 2.514
16 H -1.395 -3.731 0.933
17 H -2.424 0.196 2.364
18 H -0.025 -2.766 -0.948
19 H -1.674 1.995 -0.407
20 H -0.787 1.982 1.090
21 H 1.967 1.669 -2.047

Its spin multiplicity is 1.

# 4
C53H55AuClIN2O6 | the ωB97M-V functional and the def2-TZVPD basis

Positions of all 119 atoms, in Å:
1 Au 1.117 0.896 -0.269
2 C -0.797 -1.914 -3.662
3 C -1.112 -2.075 -2.177
4 C -2.527 -2.624 -1.971
5 C -0.092 -2.938 -1.458
6 C 0.300 -4.169 -1.971
7 C 1.205 -4.977 -1.297
8 C 1.743 -4.536 -0.096
9 C 1.376 -3.313 0.454
10 C 2.022 -2.826 1.739
11 C 3.474 -2.410 1.479
12 C 1.930 -3.857 2.869
13 C 0.432 -2.515 -0.223
14 N 0.079 -1.267 0.294
15 C -0.791 -1.146 1.272
16 C -1.053 0.101 1.946
17 N -0.405 1.206 1.675
18 C -0.687 2.397 2.340
19 C -1.747 3.213 1.919
20 C -2.000 4.390 2.617
21 C -1.218 4.770 3.699
22 C -0.130 3.983 4.062
23 C 0.165 2.809 3.381
24 C 1.368 1.959 3.747
25 C 2.628 2.789 3.998
26 C 1.054 1.062 4.948
27 C -2.572 2.831 0.702
28 C -4.040 2.586 1.058
29 C -2.444 3.884 -0.402
30 C -2.080 -0.166 2.995
31 C -2.699 0.582 3.961
32 C -3.639 -0.055 4.822
33 C -3.948 -1.386 4.728
34 C -3.309 -2.189 3.742
35 C -3.491 -3.584 3.520
36 C -2.777 -4.209 2.533
37 C -1.841 -3.525 1.705
38 C -1.647 -2.181 1.898
39 C -2.401 -1.545 2.917
40 H -1.491 -1.201 -4.117
41 H -0.882 -2.861 -4.206
42 H 0.214 -1.531 -3.803
43 H -1.068 -1.083 -1.731
44 H -2.625 -3.621 -2.415
45 H -3.266 -1.965 -2.439
46 H -2.766 -2.701 -0.907
47 H -0.109 -4.501 -2.921
48 H 1.508 -5.930 -1.716
49 H 2.476 -5.150 0.420
50 H 1.490 -1.932 2.060
51 H 4.032 -3.230 1.013
52 H 3.975 -2.143 2.415
53 H 3.509 -1.542 0.818
54 H 2.590 -4.711 2.684
55 H 0.909 -4.232 2.978
56 H 2.230 -3.404 3.818
57 H -2.826 5.022 2.304
58 H -1.437 5.684 4.239
59 H 0.512 4.296 4.879
60 H 1.578 1.313 2.893
61 H 2.597 3.291 4.972
62 H 2.756 3.546 3.224
63 H 3.508 2.143 3.967
64 H 0.829 1.668 5.833
65 H 1.909 0.418 5.179
66 H 0.191 0.425 4.746
67 H -2.161 1.905 0.301
68 H -4.511 3.497 1.443
69 H -4.134 1.808 1.819
70 H -4.596 2.267 0.172
71 H -2.877 4.841 -0.094
72 H -2.956 3.551 -1.309
73 H -1.395 4.052 -0.658
74 H -2.490 1.637 4.084
75 H -4.128 0.545 5.582
76 H -4.672 -1.830 5.404
77 H -4.186 -4.146 4.134
78 H -2.922 -5.272 2.375
79 H -1.299 -4.071 0.943
80 I 2.158 5.787 -0.992
81 C 1.815 4.213 0.295
82 H 0.790 4.120 0.632
83 H 2.414 3.327 0.116
84 C 4.075 -3.160 -2.027
85 C 3.394 -2.239 -3.007
86 C 3.048 -2.686 -4.280
87 C 2.412 -1.843 -5.172
88 Cl 2.006 -2.441 -6.773
89 C 2.083 -0.544 -4.825
90 C 2.412 -0.091 -3.557
91 C 3.076 -0.926 -2.663
92 O 3.348 -0.498 -1.400
93 C 4.195 0.655 -1.296
94 C 4.251 1.095 0.165
95 O 5.357 1.407 0.618
96 O 3.136 1.102 0.774
97 H 4.913 -3.675 -2.501
98 H 3.372 -3.915 -1.660
99 H 4.437 -2.604 -1.166
100 H 3.278 -3.703 -4.574
101 H 1.554 0.097 -5.518
102 H 2.123 0.906 -3.234
103 H 3.780 1.482 -1.883
104 H 5.200 0.418 -1.649
105 O 0.152 3.901 -4.813
106 C -1.019 3.251 -4.821
107 C -1.897 3.454 -5.890
108 C -3.125 2.818 -5.912
109 C -3.503 1.965 -4.877
110 C -2.624 1.753 -3.826
111 C -1.383 2.378 -3.780
112 C -0.430 2.085 -2.645
113 O -0.810 1.267 -1.779
114 O 0.688 2.682 -2.673
115 H 0.589 3.602 -3.950
116 H -1.588 4.117 -6.689
117 H -3.795 2.984 -6.748
118 H -4.467 1.472 -4.894
119 H -2.873 1.085 -3.010

As for the charge: -2. Its spin multiplicity is 3.

Relative energy (zero: lowest compared OMol25 entry of this formula, charge and spin)? In order: 4.427 0.653 4.310 0.000 eV.